C26H68N2O8S6Si2 as an isolated structure. Source: the OMol25 dataset; level of theory: ωB97M-V/def2-TZVPD.

Results
net charge: 0
energy: -128192.7842 eV

Positions of all 112 atoms, in Å:
C: 0.294 -3.598 1.886
C: 1.673 -3.156 1.376
C: 1.592 -2.386 0.045
Si: 1.044 -0.581 0.109
C: 1.254 0.216 1.785
C: 0.466 -0.277 3.005
C: -1.051 -0.133 2.887
C: 2.122 0.335 -1.117
C: 1.994 1.852 -1.144
O: 0.623 2.259 -0.975
C: 2.504 2.467 -2.441
N: 3.935 2.190 -2.605
O: -0.567 -0.486 -0.339
Si: -1.253 -0.874 -1.769
S: -1.617 0.976 -2.797
C: -2.840 -1.793 -1.478
C: -3.844 -1.033 -0.603
C: -5.207 -1.732 -0.498
C: -6.384 -0.763 -0.479
N: -6.259 0.255 0.577
C: -6.390 -0.288 1.932
C: -6.999 1.408 0.335
C: -6.951 2.441 1.441
O: -7.597 1.595 -0.702
H: -0.509 -2.970 1.481
H: 0.074 -4.628 1.587
H: 0.222 -3.545 2.976
H: 2.300 -4.042 1.223
H: 2.178 -2.556 2.142
H: 2.581 -2.374 -0.437
H: 0.940 -2.945 -0.641
H: 0.999 1.277 1.632
H: 2.330 0.197 2.018
H: 0.793 0.302 3.877
H: 0.735 -1.308 3.241
H: -1.538 -0.495 3.799
H: -1.338 0.918 2.757
H: -1.457 -0.697 2.042
H: 3.156 0.108 -0.820
H: 2.002 -0.090 -2.126
H: 2.610 2.242 -0.318
H: 0.574 2.938 -0.294
H: 2.290 3.544 -2.416
H: 1.929 2.035 -3.268
H: 4.139 1.813 -3.522
H: 4.489 3.032 -2.512
H: -0.344 -1.675 -2.627
H: -1.859 0.377 -3.975
H: -2.621 -2.779 -1.042
H: -3.266 -1.976 -2.477
H: -3.982 -0.020 -1.004
H: -3.420 -0.905 0.400
H: -5.232 -2.379 0.387
H: -5.342 -2.401 -1.357
H: -7.332 -1.309 -0.370
H: -6.423 -0.233 -1.432
H: -5.791 0.286 2.644
H: -6.014 -1.310 1.930
H: -7.431 -0.314 2.279
H: -7.577 2.138 2.287
H: -7.335 3.381 1.047
H: -5.930 2.568 1.808
C: 5.415 -0.905 3.653
S: 4.342 -2.093 4.463
O: 2.979 -1.496 4.455
C: 4.989 -1.854 6.122
H: 5.128 -0.863 2.603
H: 5.272 0.077 4.104
H: 6.451 -1.229 3.742
H: 4.877 -0.805 6.395
H: 6.035 -2.159 6.153
H: 4.401 -2.480 6.790
C: -8.911 -4.144 -2.438
S: -9.180 -3.827 -0.690
O: -8.987 -5.120 0.015
C: -10.953 -3.561 -0.809
H: -7.856 -4.380 -2.561
H: -9.523 -4.991 -2.744
H: -9.160 -3.250 -3.011
H: -11.418 -4.452 -1.230
H: -11.148 -2.685 -1.427
H: -11.319 -3.390 0.201
C: 5.147 4.252 0.553
S: 6.138 2.804 0.171
O: 5.769 1.763 1.172
C: 7.721 3.462 0.695
H: 4.109 3.998 0.340
H: 5.263 4.497 1.608
H: 5.463 5.083 -0.078
H: 7.666 3.773 1.737
H: 8.010 4.289 0.047
H: 8.414 2.631 0.577
C: -0.703 4.029 -4.701
S: -1.744 3.229 -5.926
O: -0.846 2.403 -6.776
C: -2.115 4.714 -6.868
H: -0.338 3.251 -4.036
H: 0.125 4.523 -5.211
H: -1.299 4.742 -4.131
H: -1.183 5.154 -7.220
H: -2.667 5.414 -6.240
H: -2.730 4.412 -7.713
C: 7.692 -0.790 0.161
S: 8.922 -0.023 1.218
O: 9.872 0.691 0.318
C: 9.728 -1.540 1.742
H: 7.104 0.011 -0.282
H: 8.198 -1.370 -0.610
H: 7.039 -1.418 0.766
H: 10.091 -2.077 0.865
H: 9.019 -2.145 2.306
H: 10.563 -1.256 2.379

Mulliken atomic charge list, values in e, 99 entries: C -1.08; C -0.10; C -0.68; Si -0.74; C -0.45; C -0.10; C -1.29; C -0.84; C 0.50; O -0.51; C -0.98; N -0.42; O 0.79; Si 0.10; S -0.34; C -0.66; C -0.09; C -0.63; C -1.04; N 0.35; C -1.13; C 0.67; C -1.24; O -0.61; H 0.06; H 0.36; H 0.36; H 0.60; H -0.24; H 0.47; H 0.45; H 0.43; H 0.30; H 0.54; H -0.03; H 0.45; H 0.37; H 0.00; H 0.36; H 0.47; H -0.13; H 0.31; H 0.27; H 0.42; H 0.22; H 0.21; H -0.22; H 0.08; H 0.35; H 0.44; H 0.28; H -0.18; H 0.31; H 0.38; H 0.39; H 0.45; H 0.29; H 0.38; H 0.37; H 0.29; H 0.35; H 0.32; C -0.73; S 0.40; O -0.52; C -1.04; H 0.01; H 0.36; H 0.46; H 0.30; H 0.39; H 0.36; C -1.02; S 0.60; O -0.66; C -0.99; H 0.31; H 0.40; H 0.34; H 0.33; H 0.34; H 0.32; C -0.94; S 0.61; O -0.53; C -0.88; H 0.18; H 0.38; H 0.38; H 0.28; H 0.40; H 0.20; C -0.41; S 0.56; O -0.64; C -0.93; H -0.27; H 0.39; H 0.37

***

A 2-piece molecular cluster, C9H21N2OS overall. Source: the OMol25 dataset; level of theory: ωB97M-V/def2-TZVPD.

Results
net charge: +1
energy above the lowest of the compared OMol25 structures with the same formula, charge and spin: 117.9 kJ/mol

Positions of all 34 atoms, in Å:
C: 0.459 -0.621 0.345
C: -0.056 -0.494 -1.734
C: -0.835 -0.991 -0.363
C: 1.245 -0.314 -0.864
C: -2.143 -0.279 0.054
C: -1.022 -2.447 -0.431
C: 2.278 -1.313 -1.275
C: 1.949 1.127 -0.913
C: -0.467 2.216 3.703
N: 0.151 1.066 1.387
N: -0.685 0.773 -2.163
O: -1.470 -0.166 3.047
S: -0.143 0.506 3.041
H: 0.779 -1.266 1.167
H: -0.058 -1.208 -2.589
H: -1.962 0.785 0.107
H: -2.353 -0.560 1.041
H: -2.928 -0.548 -0.762
H: -1.992 -2.904 -1.038
H: -1.354 -2.888 0.522
H: -0.157 -2.905 -0.732
H: 2.606 -1.123 -2.297
H: 1.929 -2.346 -1.513
H: 3.211 -0.984 -0.672
H: 2.170 1.454 -1.988
H: 2.947 0.993 -0.478
H: 1.223 1.849 -0.673
H: -1.023 2.231 4.669
H: -1.123 2.740 2.977
H: 0.515 2.764 3.836
H: 0.956 1.521 1.220
H: -1.708 0.788 -2.266
H: -0.369 1.133 -3.018
H: -0.571 1.412 -1.344

Atom-resolved charges from natural (NBO), all expressed in e: C 0.07; C -0.06; C -0.08; C -0.11; C -0.62; C -0.63; C -0.63; C -0.62; C -0.83; N -0.90; N -0.68; O -0.96; S 1.37; H 0.23; H 0.24; H 0.21; H 0.29; H 0.21; H 0.24; H 0.25; H 0.21; H 0.23; H 0.25; H 0.24; H 0.22; H 0.26; H 0.20; H 0.26; H 0.24; H 0.23; H 0.35; H 0.45; H 0.43; H 0.46

***

Repeat the second record exactly.
A 2-piece molecular cluster, C9H21N2OS overall. Source: the OMol25 dataset; level of theory: ωB97M-V/def2-TZVPD.

Results
net charge: +1
energy above the lowest of the compared OMol25 structures with the same formula, charge and spin: 117.9 kJ/mol

Positions of all 34 atoms, in Å:
C: 0.459 -0.621 0.345
C: -0.056 -0.494 -1.734
C: -0.835 -0.991 -0.363
C: 1.245 -0.314 -0.864
C: -2.143 -0.279 0.054
C: -1.022 -2.447 -0.431
C: 2.278 -1.313 -1.275
C: 1.949 1.127 -0.913
C: -0.467 2.216 3.703
N: 0.151 1.066 1.387
N: -0.685 0.773 -2.163
O: -1.470 -0.166 3.047
S: -0.143 0.506 3.041
H: 0.779 -1.266 1.167
H: -0.058 -1.208 -2.589
H: -1.962 0.785 0.107
H: -2.353 -0.560 1.041
H: -2.928 -0.548 -0.762
H: -1.992 -2.904 -1.038
H: -1.354 -2.888 0.522
H: -0.157 -2.905 -0.732
H: 2.606 -1.123 -2.297
H: 1.929 -2.346 -1.513
H: 3.211 -0.984 -0.672
H: 2.170 1.454 -1.988
H: 2.947 0.993 -0.478
H: 1.223 1.849 -0.673
H: -1.023 2.231 4.669
H: -1.123 2.740 2.977
H: 0.515 2.764 3.836
H: 0.956 1.521 1.220
H: -1.708 0.788 -2.266
H: -0.369 1.133 -3.018
H: -0.571 1.412 -1.344

Atom-resolved charges from natural (NBO), all expressed in e: C 0.07; C -0.06; C -0.08; C -0.11; C -0.62; C -0.63; C -0.63; C -0.62; C -0.83; N -0.90; N -0.68; O -0.96; S 1.37; H 0.23; H 0.24; H 0.21; H 0.29; H 0.21; H 0.24; H 0.25; H 0.21; H 0.23; H 0.25; H 0.24; H 0.22; H 0.26; H 0.20; H 0.26; H 0.24; H 0.23; H 0.35; H 0.45; H 0.43; H 0.46

***

Which formula does entry 2 have? C9H21N2OS

***

Which value of net charge does entry 2 give? +1